[1]
83
Properties=species:S:1:pos:R:3:mulliken_charge:R:1 method="wB97M-V/def2-TZVPD" homo_ha=-0.3476 orbital_gap_ev=8.7 largest_force_ev_per_a=1.1 total_charge=0
C 1.875 2.439 -7.139 -1.492
C 2.460 1.270 -6.367 0.090
C 1.655 -0.017 -6.511 -0.689
Br 1.159 -0.433 -8.357 -0.151
C 2.315 -1.190 -5.789 1.137
C 3.418 -1.876 -6.578 -0.832
O 4.597 -1.084 -6.505 -0.274
C 5.757 -1.856 -6.315 -0.856
O 1.279 -2.090 -5.435 -0.433
C 1.555 -2.867 -4.274 -0.343
N 1.664 -2.100 -3.041 -0.589
H 2.448 3.343 -6.943 0.413
H 1.860 2.279 -8.211 0.397
H 0.859 2.642 -6.810 0.323
H 2.371 1.531 -5.311 0.041
H 3.517 1.117 -6.567 0.328
H 0.717 0.146 -5.993 0.481
H 2.797 -0.739 -4.921 -0.367
H 3.140 -2.120 -7.601 0.327
H 3.624 -2.825 -6.077 0.435
H 6.602 -1.185 -6.196 0.264
H 5.699 -2.451 -5.401 0.323
H 5.960 -2.495 -7.178 0.313
H 0.713 -3.545 -4.175 0.282
H 2.437 -3.490 -4.435 0.328
H 2.652 -1.887 -2.930 0.266
H 1.245 -1.188 -3.203 0.310
O 3.984 -0.007 -2.798 -0.643
N 3.627 0.501 -1.744 1.077
O 3.239 -0.129 -0.781 -0.598
C 3.660 1.965 -1.649 -0.002
C 4.065 2.703 -2.749 -0.220
C 4.071 4.084 -2.656 -0.607
C 3.674 4.704 -1.476 -0.581
C 3.273 3.948 -0.382 -0.370
C 3.273 2.566 -0.465 -0.545
H 4.371 2.215 -3.663 0.564
H 4.380 4.677 -3.505 0.397
H 3.671 5.784 -1.412 0.390
H 2.975 4.437 0.523 0.467
H 2.971 1.971 0.382 0.629
O 1.833 3.302 2.039 -0.610
N 0.747 3.337 1.481 1.095
O 0.531 3.909 0.428 -0.591
C -0.367 2.632 2.118 0.034
C -0.159 1.992 3.329 -0.473
C -1.218 1.334 3.929 -0.438
C -2.464 1.316 3.317 -0.231
C -2.652 1.957 2.099 -0.868
C -1.600 2.624 1.492 -0.176
H 0.812 2.004 3.801 0.443
H -1.076 0.832 4.875 0.453
H -3.287 0.803 3.788 0.515
H -3.622 1.937 1.620 0.385
H -1.745 3.122 0.545 0.470
O -4.809 -2.452 4.542 -0.634
N -3.800 -2.302 3.879 1.082
O -2.820 -1.675 4.242 -0.533
C -3.755 -2.907 2.541 0.099
C -4.859 -3.597 2.074 -0.407
C -4.816 -4.146 0.803 -0.399
C -3.677 -4.002 0.021 -0.482
C -2.575 -3.313 0.508 -0.587
C -2.610 -2.759 1.778 -0.281
H -5.743 -3.706 2.685 0.456
H -5.672 -4.684 0.421 0.372
H -3.649 -4.428 -0.974 0.385
H -1.688 -3.204 -0.101 0.496
H -1.756 -2.219 2.159 0.465
O -3.298 1.188 6.138 -0.598
N -3.993 1.404 7.116 1.034
O -4.567 2.452 7.339 -0.604
C -4.145 0.313 8.088 0.101
C -3.486 -0.881 7.862 -0.028
C -3.616 -1.902 8.790 -0.583
C -4.401 -1.719 9.921 -0.424
C -5.063 -0.516 10.126 -0.412
C -4.938 0.511 9.205 -0.511
H -2.880 -1.021 6.978 0.394
H -3.104 -2.841 8.630 0.390
H -4.496 -2.517 10.645 0.377
H -5.676 -0.377 11.005 0.373
H -5.449 1.449 9.361 0.459

***

[2]
77
Properties=species:S:1:pos:R:3:mulliken_charge:R:1 method="wB97M-V/def2-TZVPD" homo_ha=-0.2518 orbital_gap_ev=7.1 largest_force_ev_per_a=0.4 e_above_lowest_ev=0.000 total_charge=0
Ca 0.989 -1.399 -0.175 2.095
C -3.151 2.032 5.805 -1.443
C -2.090 1.245 5.083 1.100
C -1.059 0.626 5.778 -0.850
C -0.076 -0.096 5.110 -0.294
C -0.132 -0.195 3.731 -0.278
C -1.158 0.413 3.013 -0.232
C -2.125 1.128 3.692 -1.015
S 1.085 -1.131 2.858 1.591
O 1.632 -0.226 1.831 -0.705
O 2.007 -1.653 3.827 -0.757
N 0.323 -2.175 1.978 -0.580
C -0.118 -3.441 2.279 -0.008
C -0.329 -3.984 3.524 -0.570
C -0.821 -5.296 3.668 -0.825
C -1.103 -6.078 2.585 -0.944
C -0.885 -5.564 1.285 1.073
C -1.120 -6.308 0.109 -0.556
C -0.859 -5.760 -1.113 -0.884
C -0.357 -4.449 -1.173 -0.135
N -0.138 -3.714 -0.107 -0.121
C -0.393 -4.252 1.126 0.064
H -3.060 1.921 6.884 0.356
H -4.148 1.701 5.510 0.340
H -3.077 3.095 5.567 0.314
H -1.021 0.704 6.858 0.314
H 0.730 -0.580 5.643 0.517
H -1.199 0.310 1.934 0.423
H -2.930 1.600 3.139 0.415
H -0.104 -3.392 4.402 0.447
H -0.976 -5.687 4.666 0.376
H -1.481 -7.086 2.703 0.369
H -1.500 -7.320 0.194 0.407
H -1.020 -6.313 -2.028 0.379
H -0.121 -3.998 -2.131 0.470
C 0.110 4.322 -2.641 -1.067
N -0.298 3.535 -1.481 -0.202
N -0.739 2.248 -1.766 1.064
C -0.305 1.382 -0.794 0.535
O -0.614 0.171 -0.773 -1.144
C 0.517 2.155 0.087 0.061
C 0.531 3.424 -0.390 -0.071
C 1.323 4.593 0.078 -1.766
C -1.843 2.042 -2.637 0.055
C -2.887 2.957 -2.659 -0.100
C -3.957 2.751 -3.515 -0.653
C -3.993 1.627 -4.329 -0.458
C -2.948 0.715 -4.292 -0.812
C -1.863 0.922 -3.455 -0.153
H -0.701 4.339 -3.364 0.395
H 1.003 3.902 -3.110 0.211
H 0.304 5.340 -2.314 0.442
H 1.020 1.763 0.956 0.616
H 1.805 4.350 1.022 0.414
H 0.687 5.467 0.217 0.413
H 2.102 4.847 -0.643 0.368
H -2.858 3.819 -2.004 0.467
H -4.771 3.464 -3.536 0.390
H -4.833 1.465 -4.992 0.394
H -2.970 -0.161 -4.928 0.393
H -1.037 0.225 -3.427 0.319
C 2.062 0.819 -3.735 -0.815
Ge 3.455 0.015 -2.583 0.511
C 5.063 -0.012 -3.725 -1.263
C 3.858 1.327 -1.156 -0.868
C 2.858 -1.657 -1.845 -1.579
H 2.340 1.839 -4.018 0.309
H 1.090 0.850 -3.236 -0.138
H 1.956 0.238 -4.653 0.431
H 5.300 0.987 -4.100 0.348
H 4.914 -0.676 -4.578 0.354
H 5.920 -0.380 -3.157 0.353
H 3.601 2.345 -1.463 0.202
H 4.926 1.308 -0.931 0.457
H 3.318 1.099 -0.234 0.103
H 3.696 -2.096 -1.284 0.405
H 2.645 -2.349 -2.671 0.229